Run i
Computed, not measured: a cluster of 2 separate species, C6H12N in total, with ωB97M-V/def2-TZVPD.

Calculated values
* charge: +1
* HOMO-LUMO gap: 10.09 eV
* HOMO level: -13.146 eV
* lowest unoccupied orbital energy: -3.055 eV

Each line ends with the natural charge from an NBO analysis.
Element x y z (Å)
C  0.1102  -1.1020  1.9103  -0.154
C  0.6777  -1.8163  0.9616  -0.162
C  0.1684  -0.4965  0.5775  0.040
C  -0.9498  -0.7207  -2.0722  -0.665
C  0.7024  1.9177  0.8924  -0.422
C  -1.4257  -0.1645  -0.7741  -0.294
N  1.1018  0.6419  0.2580  -0.534
H  -0.1926  -0.9871  2.9215  0.260
H  1.1775  -2.7003  0.6492  0.260
H  -1.8071  -0.8553  -2.7328  0.252
H  -0.4965  -1.7011  -1.9432  0.225
H  -0.2500  -0.0580  -2.5787  0.203
H  0.7717  1.8268  1.9734  0.235
H  1.3467  2.7297  0.5584  0.239
H  -0.3248  2.1524  0.6261  0.236
H  -2.1970  -0.7370  -0.2825  0.220
H  -1.5716  0.9015  -0.7210  0.194
H  2.0659  0.4170  0.5405  0.429
H  1.0930  0.7519  -0.7643  0.437

Run ii
Computed, not measured: the ion C6H12N with charge +1, with ωB97M-V/def2-TZVPD.

Calculated values
* SMILES string: CC[N@H+](C)C1C=C1
* charge: +1
* HOMO-LUMO gap: 11.50 eV
* HOMO level: -14.849 eV
* lowest unoccupied orbital energy: -3.344 eV

Each line ends with the natural charge from an NBO analysis.
Element x y z (Å)
C  1.8573  1.5129  -0.0514  -0.681
C  1.2751  0.1420  -0.4232  -0.244
N  0.0997  -0.3427  0.3609  -0.387
C  0.1014  -1.8302  0.3823  -0.417
C  -1.2739  0.3065  -0.3787  -0.075
C  -2.5318  -0.4264  -0.3729  -0.152
C  -2.4463  0.5981  0.4463  -0.112
H  1.2334  2.4176  -0.3740  0.230
H  2.2989  1.7113  0.8920  0.245
H  2.8784  1.7102  -0.4639  0.267
H  2.1267  -0.5738  -0.3506  0.230
H  1.0660  0.1792  -1.4476  0.227
H  0.0828  -0.0650  1.3729  0.431
H  -0.1199  -2.1029  -0.6752  0.232
H  1.0553  -2.0692  0.8640  0.244
H  -0.8716  -2.0334  0.8955  0.229
H  -0.9306  0.9069  -1.1119  0.200
H  -3.2172  -1.0170  -0.9752  0.273
H  -2.6836  0.9760  1.4107  0.259

Run iii
Computed, not measured: a cluster of 2 separate species, C6H12N in total, with ωB97M-V/def2-TZVPD.

Calculated values
* charge: +1
* HOMO-LUMO gap: 10.72 eV
* HOMO level: -14.043 eV
* lowest unoccupied orbital energy: -3.323 eV

Each line ends with the natural charge from an NBO analysis.
Element x y z (Å)
C  0.3170  2.5487  0.3471  -0.363
C  1.3646  1.9467  0.5294  0.104
C  -2.1754  -2.0918  -0.2487  -0.350
C  -1.1256  -1.2360  -0.2721  0.154
C  2.5583  1.2768  0.8601  -0.700
C  0.3050  -1.4876  -0.5020  -0.704
N  -1.4529  0.2942  -0.2989  -0.770
H  -0.5595  0.9485  -0.3010  0.485
H  -1.9682  -3.1634  -0.1768  0.251
H  -3.1632  -1.7556  -0.0581  0.221
H  3.4377  1.8508  0.7072  0.276
H  2.4874  0.4189  0.3499  0.232
H  2.2887  0.9219  1.8267  0.262
H  1.0649  -0.9368  0.1220  0.236
H  0.7078  -1.1965  -1.5606  0.254
H  0.5744  -2.5508  -0.4399  0.274
H  -1.9789  0.4942  -1.1705  0.436
H  -0.4584  3.1154  -0.0555  0.253
H  -2.2235  0.6027  0.3415  0.448

Run iv
Computed, not measured: the ion C6H12N with charge +1, with ωB97M-V/def2-TZVPD.

Calculated values
* SMILES string: C[C@@]12C[NH2+][C@]1(C)C2
* charge: +1
* HOMO-LUMO gap: 11.32 eV
* HOMO level: -14.586 eV
* lowest unoccupied orbital energy: -3.267 eV

Each line ends with the natural charge from an NBO analysis.
Element x y z (Å)
C  1.8508  0.7776  0.4887  -0.615
C  0.8068  -0.0860  -0.1328  -0.043
C  0.5147  -1.4622  0.3639  -0.219
N  -0.9448  -1.2643  0.2017  -0.543
C  -0.6462  0.2436  -0.3106  0.197
C  -1.6771  1.1997  0.2099  -0.646
C  0.1334  0.1112  -1.5305  -0.435
H  2.7995  0.4119  0.1908  0.240
H  1.8378  0.7958  1.6026  0.229
H  1.5880  1.7753  0.1020  0.230
H  0.8951  -2.3797  -0.1943  0.233
H  0.8195  -1.5574  1.3955  0.234
H  -1.3533  -1.8986  -0.4729  0.441
H  -1.3375  -1.1974  1.1758  0.443
H  -1.6708  0.9378  1.2925  0.218
H  -2.7419  1.0285  -0.1769  0.263
H  -1.2436  2.2735  -0.0119  0.270
H  0.2079  1.0417  -1.9555  0.255
H  0.1618  -0.7510  -2.2379  0.246

Relative energy table, unit kJ/mol: run i 181.3; run ii 165.7; run iii 137.8; run iv 0.0

Run i
Computed, not measured: an isolated molecule of CH2FNO, with ωB97M-V/def2-TZVPD.

Calculated values
* SMILES string: NC(=O)F
* charge: 0
* HOMO-LUMO gap: 11.47 eV
* HOMO level: -10.928 eV
* lowest unoccupied orbital energy: 0.541 eV

Each line ends with the natural charge from an NBO analysis.
Element x y z (Å)
N  0.1822  -0.6767  0.0987  -0.824
C  -0.3143  0.5070  -0.1473  0.940
O  -1.3730  1.0049  0.3050  -0.613
F  0.4292  1.2625  -0.9926  -0.333
H  0.0257  -1.2788  1.0140  0.437
H  1.0502  -0.8189  -0.2778  0.393

Run ii
Computed, not measured: a cluster of 3 separate species, CH2FNO in total, with ωB97M-V/def2-TZVPD.

Calculated values
* charge: 0
* HOMO-LUMO gap: 8.50 eV
* HOMO level: -10.818 eV
* lowest unoccupied orbital energy: -2.320 eV

Each line ends with the natural charge from an NBO analysis.
Element x y z (Å)
C  0.5981  -0.2282  0.0212  0.827
N  1.6498  0.3903  0.0310  -0.820
O  -0.3500  -0.9280  -0.1243  -0.588
F  -2.6974  0.3453  -0.0263  -0.565
H  3.1417  0.8641  -0.0762  0.583
H  -2.3423  -0.4435  0.1745  0.563

Run iii
Computed, not measured: an isolated molecule of CH2FNO, with ωB97M-V/def2-TZVPD.

Calculated values
* SMILES string: [O-]/[NH+]=C/F
* charge: 0
* HOMO-LUMO gap (alpha / beta): 9.26 / 9.26 eV
* HOMO level (alpha / beta): -9.263 / -9.265 eV
* lowest unoccupied orbital energy (alpha / beta): -0.003 / -0.003 eV

Each line ends with the natural charge from an NBO analysis.
Element x y z (Å)
O  1.1472  -1.3821  0.8101  -0.512
N  0.1811  -0.4515  0.3751  -0.141
C  -0.2191  0.3704  -0.6200  0.401
F  -0.9243  1.3839  -0.1868  -0.288
H  -0.4550  -0.2632  1.1359  0.366
H  0.2702  0.3424  -1.5143  0.173

Relative energy table, unit kJ/mol: run i 0.0; run ii 353.2; run iii 412.7

Run i
Computed, not measured: the ion C3H8N3S with charge +1, with ωB97M-V/def2-TZVPD.

Calculated values
* charge: +1
* HOMO-LUMO gap: 9.02 eV
* HOMO level: -13.748 eV
* lowest unoccupied orbital energy: -4.724 eV

Each line ends with the natural charge from an NBO analysis.
Element x y z (Å)
C  -0.8288  1.2692  0.1505  -0.334
C  0.6084  1.8276  -0.0433  -0.483
C  0.8420  -1.0391  -0.5408  0.044
N  -1.9313  -0.8235  0.1816  -0.193
N  -0.9441  -0.1005  0.0053  -0.050
N  0.9385  -2.1254  0.1900  -0.735
S  1.8068  0.3432  0.0801  0.262
H  -0.9590  1.5512  1.1815  0.264
H  -1.3592  1.9347  -0.4314  0.266
H  0.5649  2.5056  -0.9990  0.245
H  0.9836  2.5732  0.6643  0.264
H  0.7317  -1.1049  -1.6637  0.257
H  -1.8332  -1.8815  0.0906  0.351
H  0.4298  -2.9786  -0.0619  0.421
H  0.9499  -1.9511  1.1960  0.421

Run ii
Computed, not measured: the ion C3H8N3S with charge +1, with ωB97M-V/def2-TZVPD.

Calculated values
* charge: +1
* HOMO-LUMO gap: 8.11 eV
* HOMO level: -12.874 eV
* lowest unoccupied orbital energy: -4.768 eV

Each line ends with the natural charge from an NBO analysis.
Element x y z (Å)
C  -1.1223  0.4597  -0.2309  -0.210
C  -0.6161  1.2396  0.8251  0.092
C  0.7430  -1.0336  -0.0835  -0.255
N  -0.2080  -0.4163  -0.8258  -0.085
N  -0.2230  -0.3737  -2.1790  -0.577
N  0.4770  0.8969  1.3833  -0.735
S  0.7754  -1.9633  1.3319  0.219
H  -1.8838  0.8260  -0.7924  0.233
H  -1.3328  1.9290  1.3293  0.252
H  1.3958  -1.5501  -0.8049  0.243
H  0.5217  -1.0442  -2.6177  0.408
H  -0.2673  0.5920  -2.4276  0.396
H  1.2602  0.4511  0.8444  0.413
H  0.8020  1.5043  2.1287  0.423
H  -0.3220  -1.5173  2.1192  0.184

Run iii
Computed, not measured: the ion C3H8N3S with charge +1, with ωB97M-V/def2-TZVPD.

Calculated values
* SMILES string: C[N@@H+]1N=C(N)CS1
* charge: +1
* HOMO-LUMO gap: 9.97 eV
* HOMO level: -14.130 eV
* lowest unoccupied orbital energy: -4.165 eV

Each line ends with the natural charge from an NBO analysis.
Element x y z (Å)
C  1.8476  -0.9660  -1.0001  -0.398
N  1.1668  -0.3727  0.2572  -0.303
N  -0.0924  -0.8300  0.4505  -0.358
C  -1.0269  0.0694  0.4822  0.468
N  -2.2812  -0.3023  0.4001  -0.769
C  -0.7283  1.5909  0.3361  -0.639
S  1.0717  1.5348  0.1955  0.410
H  2.7525  -0.4667  -1.0908  0.223
H  2.0289  -2.0663  -0.6585  0.238
H  1.2927  -0.9021  -1.9496  0.251
H  1.8475  -0.7236  1.0907  0.454
H  -2.8913  0.3875  0.8880  0.419
H  -2.6488  -1.2273  -0.0054  0.460
H  -1.2657  1.9284  -0.5160  0.260
H  -1.0731  2.3460  1.1201  0.285

Run iv
Computed, not measured: the ion C3H8N3S with charge +1, with ωB97M-V/def2-TZVPD.

Calculated values
* charge: +1
* HOMO-LUMO gap (alpha / beta): 7.12 / 7.50 eV
* HOMO level (alpha / beta): -11.879 / -12.349 eV
* lowest unoccupied orbital energy (alpha / beta): -4.758 / -4.844 eV

Each line ends with the natural charge from an NBO analysis.
Element x y z (Å)
C  -0.6115  0.9223  0.7832  0.135
C  0.2165  -0.6120  -0.7514  0.238
C  0.7032  -1.9444  -1.1381  -0.708
N  1.0775  1.8322  -0.8176  -0.996
N  -0.2965  -0.3017  0.3896  -0.492
N  -1.5420  1.0027  1.8219  -0.797
S  0.4273  2.3180  0.4722  0.870
H  0.1945  0.2454  -1.3638  0.262
H  1.6204  -1.7919  -1.7101  0.284
H  0.0857  -2.6738  -1.8475  0.300
H  0.6640  -2.4587  -0.1086  0.230
H  1.8457  2.3266  -1.0909  0.389
H  -0.5148  -1.0034  1.1794  0.433
H  -2.2800  0.2753  1.8368  0.422
H  -1.5899  1.8634  2.3450  0.429

Relative energy table, unit kJ/mol: run i 105.7; run ii 111.0; run iii 0.0; run iv 123.1

Run i
Computed, not measured: a cluster of 2 separate species, CHFO2 in total, with ωB97M-V/def2-TZVPD.

Calculated values
* SMILES string: O=C=O.F
* charge: 0
* HOMO-LUMO gap: 13.35 eV
* HOMO level: -12.963 eV
* lowest unoccupied orbital energy: 0.388 eV

Each line ends with the natural charge from an NBO analysis.
Element x y z (Å)
O  2.0077  0.5612  0.4206  -0.526
C  1.5595  -0.1744  -0.3597  1.021
O  1.1443  -0.9585  -1.0525  -0.495
F  -2.1847  -0.0428  0.8331  -0.564
H  -2.5269  0.6144  0.1585  0.564

Run ii
Computed, not measured: an isolated molecule of CHFO2, with ωB97M-V/def2-TZVPD.

Calculated values
* SMILES string: FC1OO1
* charge: 0
* HOMO-LUMO gap: 11.76 eV
* HOMO level: -10.764 eV
* lowest unoccupied orbital energy: 0.997 eV

Each line ends with the natural charge from an NBO analysis.
Element x y z (Å)
F  0.0327  -1.3606  -0.0300  -0.314
C  -0.2238  -0.0680  0.0531  0.649
O  0.6904  0.6535  0.7394  -0.236
O  0.7110  0.6836  -0.6582  -0.248
H  -1.2103  0.0915  -0.1043  0.149

Relative energy table, unit kJ/mol: run i 0.0; run ii 436.8

Run i
Computed, not measured: an isolated molecule of C3H6N2S2, with ωB97M-V/def2-TZVPD.

Calculated values
* charge: 0
* HOMO-LUMO gap (alpha / beta): 6.80 / 6.80 eV
* HOMO level (alpha / beta): -8.861 / -8.862 eV
* lowest unoccupied orbital energy (alpha / beta): -2.063 / -2.062 eV

Each line ends with the natural charge from an NBO analysis.
Element x y z (Å)
C  -0.5787  0.0642  0.4245  0.019
C  1.9152  -0.5175  -0.5716  -0.273
C  -2.0334  0.4595  0.2063  -0.606
N  -0.0369  0.2936  1.4508  -0.186
N  2.1480  -0.7257  0.7272  -0.565
S  0.1005  -0.6338  -1.0953  0.200
S  2.6306  0.9837  -1.4005  -0.088
H  2.2584  -1.1848  -1.3263  0.250
H  -2.3540  -0.1566  -0.5874  0.233
H  -1.7887  1.5625  0.0527  0.257
H  -2.5437  0.3317  1.1053  0.234
H  1.8339  -1.5919  1.1580  0.367
H  2.8767  1.9686  -0.4237  0.160

Run ii
Computed, not measured: an isolated molecule of C3H6N2S2, with ωB97M-V/def2-TZVPD.

Calculated values
* SMILES string: CN(S)/C=N/C=S
* charge: 0
* HOMO-LUMO gap: 8.27 eV
* HOMO level: -8.375 eV
* lowest unoccupied orbital energy: -0.106 eV

Each line ends with the natural charge from an NBO analysis.
Element x y z (Å)
C  0.5874  -1.2827  -1.1390  -0.425
N  -0.2998  -0.1482  -0.9281  -0.532
S  -1.4369  0.2532  -2.1332  0.211
C  -0.2528  0.5866  0.2192  0.338
N  0.5785  0.3212  1.1672  -0.555
C  0.5148  1.1627  2.2502  -0.116
S  1.4502  1.0560  3.5681  -0.013
H  1.0783  -1.1726  -2.1413  0.211
H  1.3420  -1.3021  -0.3742  0.250
H  0.0574  -2.2051  -1.0809  0.203
H  -2.4118  -0.6222  -1.8220  0.103
H  -0.9462  1.3875  0.2397  0.172
H  -0.2611  1.9657  2.1743  0.154

Relative energy table, unit kJ/mol: run i 366.7; run ii 0.0

Run i
Computed, not measured: a cluster of 2 separate species, C3H6N2S2 in total, with ωB97M-V/def2-TZVPD.

Calculated values
* charge: 0
* HOMO-LUMO gap: 8.16 eV
* HOMO level: -8.270 eV
* lowest unoccupied orbital energy: -0.113 eV

Each line ends with the natural charge from an NBO analysis.
Element x y z (Å)
C  2.0659  -0.7091  0.9240  -0.249
C  -2.6045  1.0504  -0.4939  -0.475
C  2.0004  -1.6999  -0.2735  -0.602
N  0.9320  -0.1120  0.9690  0.044
N  0.1333  0.6776  0.9349  -0.076
S  -4.1101  0.5293  -0.4510  0.041
S  -2.1767  2.7657  -0.6230  0.074
H  2.8011  -0.5739  1.8114  0.244
H  -1.7813  0.3672  -0.6471  0.213
H  2.9976  -1.4697  -0.8053  0.216
H  1.0922  -1.4810  -0.8028  0.217
H  2.0649  -2.6602  0.0886  0.210
H  -3.4147  3.3156  -0.6314  0.141

Run ii
Computed, not measured: an isolated molecule of C3H6N2S2, with ωB97M-V/def2-TZVPD.

Calculated values
* SMILES string: [H]/N=C(/C=S)N(C)S
* charge: 0
* HOMO-LUMO gap: 7.99 eV
* HOMO level: -8.868 eV
* lowest unoccupied orbital energy: -0.874 eV

Each line ends with the natural charge from an NBO analysis.
Element x y z (Å)
H  1.4124  2.4270  -0.2219  0.341
N  0.4249  2.2452  -0.3316  -0.637
C  0.0996  0.9988  -0.1685  0.352
C  -1.3704  0.7972  -0.2676  -0.322
S  -2.3323  -0.3330  0.3159  0.116
N  1.0341  -0.0276  0.1331  -0.593
C  2.3875  0.2986  0.5915  -0.419
S  0.7844  -1.6187  -0.4033  0.195
H  -1.7663  1.7056  -0.6901  0.223
H  2.8598  -0.6475  0.8786  0.231
H  2.3161  0.9318  1.4651  0.207
H  3.0181  0.7945  -0.1721  0.191
H  0.0140  -2.0761  0.5957  0.114

Run iii
Computed, not measured: an isolated molecule of C3H6N2S2, with ωB97M-V/def2-TZVPD.

Calculated values
* SMILES string: S=CN/N=C\CS
* charge: 0
* HOMO-LUMO gap: 8.74 eV
* HOMO level: -8.621 eV
* lowest unoccupied orbital energy: 0.118 eV

Each line ends with the natural charge from an NBO analysis.
Element x y z (Å)
S  -2.0947  -0.0483  1.9690  -0.120
C  -1.1265  -0.1503  0.6555  -0.108
N  -0.8797  -1.2926  -0.0173  -0.439
N  -0.2570  -1.4090  -1.2522  -0.217
C  0.8746  -0.8453  -1.4301  0.084
C  1.7364  -0.0910  -0.4564  -0.598
S  1.6653  1.6984  -0.8311  -0.023
H  -0.6275  0.7236  0.2377  0.203
H  -1.4974  -2.0727  0.1868  0.408
H  1.2798  -0.9777  -2.4303  0.201
H  2.7652  -0.4363  -0.5848  0.240
H  1.4289  -0.2850  0.5718  0.236
H  2.5705  2.0772  0.0847  0.135

Relative energy table, unit kJ/mol: run i 187.9; run ii 16.8; run iii 0.0